Molecular formula: C13H3Cl4CrNO6
Method: DFT, ωB97M-V with the def2-TZVPD basis set

```
28
Properties=species:S:1:pos:R:3:forces:R:3
Cr 1.369 0.000 -1.531 -0.64 0.00 -0.30
O -1.939 0.000 0.949 -0.07 0.00 -0.12
C -0.877 0.000 0.224 0.12 0.00 -0.07
O -0.536 0.000 -2.035 0.05 0.00 -0.09
C 0.391 0.000 1.017 0.22 0.00 0.30
C 0.457 0.000 2.413 -0.15 0.00 -0.12
C 1.696 0.000 3.018 0.17 0.00 -0.02
C 2.878 0.000 2.257 -0.07 0.00 0.20
C 2.747 0.000 0.897 0.01 0.00 -0.19
N 1.528 0.000 0.355 0.04 0.00 0.03
C 3.821 0.000 -0.175 -0.22 0.00 -0.28
O 4.999 0.000 0.087 0.10 0.00 0.07
O 3.291 0.000 -1.382 0.12 0.00 0.30
H -0.483 0.000 2.947 0.02 0.00 0.02
H 1.763 0.000 4.100 0.00 0.00 -0.01
H 3.865 0.000 2.698 -0.02 0.00 0.03
Cl -4.700 -1.496 -1.649 0.09 0.07 0.01
C -3.132 -0.765 -1.439 -0.11 0.27 -0.04
C -3.132 0.765 -1.439 -0.11 -0.27 -0.04
Cl -4.700 1.496 -1.649 0.09 -0.07 0.01
C -2.094 1.607 -1.297 0.00 0.30 -0.13
Cl -2.259 3.323 -1.271 -0.03 -0.14 0.01
C -0.715 1.097 -1.058 0.24 -0.05 0.31
O 0.414 1.815 -1.204 -0.05 -0.16 -0.04
C -0.715 -1.097 -1.058 0.24 0.05 0.31
O 0.414 -1.815 -1.204 -0.05 0.16 -0.04
C -2.094 -1.607 -1.297 0.00 -0.30 -0.13
Cl -2.259 -3.323 -1.271 -0.03 0.14 0.01
```
Positions in Å, forces in eV/Å.

## Properties
strongest force on any atom = 0.708 eV/Å
E_tot = -105816.515 eV
<S²> = 3.786
ΔE to the lowest compared entry with this formula, charge and spin = 0.7 kcal per mole
total charge = -1
2S+1 = 4
LUMO energy (alpha / beta) = 2.2973 / 2.4286 eV